The molecule C24H25FN4O2S, computed with ωB97M-V/def2-TZVPD.

Calculated values
Orbital gap: 0.3248 Ha
Total charge: 0
ΔE to the lowest compared entry with this formula, charge and spin: 0.016 eV
SMILES: Cc1cc(C)cc(NC(=O)CSc2nc3c(c(=O)[nH]2)CN(Cc2ccc(F)cc2)CC3)c1
Highest occupied orbital energy: -8.41 eV
Calculated total energy: -48903.542 eV

Last columns: bonded neighbours and bond lengths (Å).
Positions of all 57 atoms, in Å:
1 C -7.316 -2.516 0.917  C2 1.499, H33 1.087, H34 1.088, H35 1.090
2 C -6.570 -1.272 0.541  C1 1.499, C3 1.391, C32 1.384
3 C -7.258 -0.083 0.326  C2 1.391, C4 1.386, H36 1.081
4 C -6.590 1.077 -0.035  C3 1.386, C5 1.498, C6 1.390
5 C -7.335 2.354 -0.280  C4 1.498, H37 1.090, H38 1.087, H39 1.088
6 C -5.209 1.051 -0.187  C4 1.390, C7 1.387, H40 1.077
7 C -4.510 -0.128 0.024  C6 1.387, N8 1.403, C32 1.393
8 N -3.118 -0.222 -0.118  C7 1.403, C9 1.354, H41 1.012
9 C -2.222 0.746 -0.426  N8 1.354, O10 1.209, C11 1.526
10 O -2.475 1.905 -0.661  C9 1.209
11 C -0.792 0.219 -0.495  C9 1.526, S12 1.824, H42 1.091, H43 1.090
12 S -0.324 -0.706 1.006  C11 1.824, C13 1.750
13 C 1.323 -0.159 1.230  S12 1.750, N14 1.288, N19 1.351
14 N 1.807 0.770 0.482  C13 1.288, C15 1.362
15 C 3.119 1.097 0.646  N14 1.362, C16 1.362, C31 1.495
16 C 3.930 0.456 1.532  C15 1.362, C17 1.443, C20 1.504
17 C 3.397 -0.565 2.401  C16 1.443, O18 1.213, N19 1.405
18 O 3.999 -1.215 3.230  C17 1.213
19 N 2.026 -0.791 2.197  C13 1.351, C17 1.405, H44 1.014
20 C 5.413 0.707 1.505  C16 1.504, N21 1.448, H45 1.092, H46 1.097
21 N 5.870 1.062 0.178  C20 1.448, C22 1.456, C30 1.445
22 C 5.992 -0.046 -0.758  N21 1.456, C23 1.512, H47 1.094, H48 1.094
23 C 4.704 -0.738 -1.143  C22 1.512, C24 1.390, C29 1.391
24 C 3.962 -0.297 -2.232  C23 1.390, C25 1.384, H49 1.080
25 C 2.724 -0.841 -2.522  C24 1.384, C26 1.381, H50 1.079
26 C 2.242 -1.850 -1.712  C25 1.381, F27 1.355, C28 1.382
27 F 1.013 -2.362 -1.961  C26 1.355
28 C 2.976 -2.351 -0.653  C26 1.382, C29 1.383, H51 1.079
29 C 4.211 -1.791 -0.380  C23 1.391, C28 1.383, H52 1.080
30 C 5.175 2.238 -0.293  N21 1.445, C31 1.548, H53 1.091, H54 1.095
31 C 3.629 2.165 -0.268  C15 1.495, C30 1.548, H55 1.093, H56 1.091
32 C -5.194 -1.285 0.389  C2 1.384, C7 1.393, H57 1.082
33 H -6.635 -3.294 1.255  C1 1.087
34 H -8.033 -2.308 1.709  C1 1.088
35 H -7.869 -2.894 0.058  C1 1.090
36 H -8.332 -0.067 0.444  C3 1.081
37 H -7.359 2.572 -1.348  C5 1.090
38 H -8.359 2.285 0.079  C5 1.087
39 H -6.840 3.185 0.216  C5 1.088
40 H -4.679 1.946 -0.466  C6 1.077
41 H -2.745 -1.145 0.066  N8 1.012
42 H -0.683 -0.458 -1.344  C11 1.091
43 H -0.084 1.043 -0.578  C11 1.090
44 H 1.590 -1.509 2.763  N19 1.014
45 H 5.935 -0.185 1.859  C20 1.092
46 H 5.672 1.532 2.180  C20 1.097
47 H 6.671 -0.769 -0.298  C22 1.094
48 H 6.475 0.353 -1.655  C22 1.094
49 H 4.355 0.488 -2.863  C24 1.080
50 H 2.135 -0.490 -3.354  C25 1.079
51 H 2.581 -3.159 -0.057  C28 1.079
52 H 4.791 -2.172 0.448  C29 1.080
53 H 5.517 2.458 -1.306  C30 1.091
54 H 5.501 3.061 0.352  C30 1.095
55 H 3.222 3.123 0.064  C31 1.093
56 H 3.215 1.975 -1.259  C31 1.091
57 H -4.642 -2.201 0.554  C32 1.082

Calculated atomic charges, method Mulliken, unit e: -1.523, 0.660, -0.795, 0.764, -1.492, -0.791, 0.814, -0.041, 0.623, -0.636, -0.668, -0.378, 0.114, -0.223, 0.780, 0.814, 0.131, -0.697, -0.007, -1.799, 0.184, -1.726, 0.801, -0.457, -0.410, 0.238, -0.430, -0.661, -0.185, -1.009, -0.743, -0.940, 0.343, 0.369, 0.312, 0.357, 0.301, 0.372, 0.359, 0.652, 0.155, 0.327, 0.515, 0.258, 0.343, 0.404, 0.436, 0.462, 0.467, 0.464, 0.479, 0.441, 0.373, 0.344, 0.623, 0.222, 0.312